DFT (the ωB97M-V functional and the def2-TZVPD basis) results for the molecule C2H4N4O2 in a non-equilibrium geometry.

The geometry in XYZ format:
```
12
Properties=species:S:1:pos:R:3:forces:R:3
H -0.56058 2.36036 -0.05740 1.026 -0.785 0.463
N 0.36129 1.85592 0.04171 -1.440 0.425 -1.678
C 0.26446 0.64448 -0.33184 -0.023 -1.052 2.247
C 1.39236 -0.32782 -0.16056 -2.310 -0.046 0.085
O 2.63183 0.05018 -0.00367 0.394 0.851 -0.360
N 0.96971 -1.51735 0.05138 -0.641 -0.109 -0.263
O -0.45904 -1.51182 -0.08781 2.436 -1.966 0.373
N -0.83299 -0.26459 -0.46637 -1.372 2.956 -0.805
N -2.07013 0.03544 0.14345 2.270 1.605 -1.101
H 3.12441 -0.74057 0.17395 0.862 -0.745 0.281
H -2.01772 -0.24077 1.08985 -0.358 -0.481 1.146
H -2.80362 -0.34344 -0.39270 -0.844 -0.654 -0.386
```
Forces are in eV/Å.

Gap between HOMO and LUMO ... 9.50 eV
HOMO level ... -8.862 eV
SMILES ... [H]/N=c1/c(O)non1N
E_tot ... -447.966069 a.u.
Total charge ... 0
Spin multiplicity ... 1